A cluster of 6 separate species, C30H48Br2ClFINO14S2 in total at a distorted geometry, computed with ωB97M-V/def2-TZVPD.

Geometry (Å):
C  2.35007  5.84115  -1.66516
C  1.22384  4.99987  -1.09642
O  1.71053  3.65979  -0.82626
C  0.99969  2.94540  0.06292
C  0.12311  1.96975  -0.40372
C  -0.58838  1.18295  0.47878
C  -0.48239  1.32997  1.85856
C  -1.26813  0.44362  2.78085
O  -2.48651  1.13311  3.08163
N  -3.03845  0.60703  4.28565
O  -3.62947  1.42281  4.85787
C  0.38989  2.30431  2.33836
I  0.51371  2.54034  4.42010
C  1.13122  3.09019  1.45562
S  2.27609  4.29148  2.09735
O  3.15508  4.75053  1.09479
O  1.55166  5.23799  2.86990
F  3.15304  3.43564  3.04006
C  -1.46579  0.13207  -0.13511
O  -2.52637  -0.20927  0.33416
C  -0.94901  -0.48780  -1.38828
C  -1.20534  -1.94942  -1.53466
C  -0.08013  -2.73427  -0.79226
C  0.84842  -3.42539  -1.79429
C  2.18157  -3.85431  -1.17261
S  2.24725  -5.51572  -0.55187
O  3.59702  -5.96791  -0.56625
O  1.54085  -5.55488  0.68505
Cl  1.25272  -6.66907  -1.89640
C  -0.27472  0.28721  -2.24036
C  0.30067  -0.15863  -3.51008
Br  2.19044  -0.00991  -3.48149
C  -0.38225  -0.57069  -4.57043
C  -1.87459  -0.60348  -4.63381
Br  0.49108  -1.15377  -6.12882
C  -0.05134  1.72266  -1.86993
O  -0.04422  2.59805  -2.70249
H  3.13733  5.16637  -1.99873
H  2.79235  6.48373  -0.91215
H  2.02116  6.39755  -2.53630
H  0.82566  5.44541  -0.18375
H  0.40639  4.92016  -1.81219
H  -0.71312  0.25503  3.69397
H  -1.47332  -0.51765  2.32032
H  -1.20181  -2.25726  -2.57383
H  -2.15787  -2.17717  -1.06260
H  0.52727  -2.01962  -0.23317
H  -0.50334  -3.45371  -0.09618
H  1.08379  -2.74677  -2.61174
H  0.32675  -4.28916  -2.19992
H  2.45452  -3.23356  -0.32284
H  2.96788  -3.79389  -1.92147
H  -2.18297  -0.42764  -5.66051
H  -2.31724  0.12744  -3.96444
H  -2.24191  -1.60196  -4.39850
C  -6.01680  -2.35719  4.76253
C  -5.18005  -3.60833  4.57196
O  -3.80090  -3.36575  4.83363
H  -5.65944  -1.56227  4.10718
H  -7.06980  -2.54333  4.54710
H  -5.93777  -1.99792  5.79134
H  -5.23749  -3.95823  3.54231
H  -5.54144  -4.41140  5.22334
H  -3.72692  -3.06660  5.74546
C  -6.59893  -1.55950  -4.59416
C  -5.92249  -2.87046  -4.94543
O  -4.51003  -2.81571  -4.74650
H  -6.18409  -0.74662  -5.19096
H  -7.67298  -1.61260  -4.77470
H  -6.44223  -1.31318  -3.54108
H  -6.06528  -3.10753  -5.99830
H  -6.34589  -3.68834  -4.35373
H  -4.36052  -2.62533  -3.81426
C  2.32611  3.28489  -6.15342
C  2.16193  4.57682  -5.38029
O  0.90614  4.62009  -4.71033
H  1.50728  3.17220  -6.86469
H  3.27158  3.24797  -6.69664
H  2.29035  2.44436  -5.46010
H  2.17495  5.43711  -6.04845
H  2.97896  4.69805  -4.65925
H  0.85733  3.87004  -4.10452
C  3.24875  5.97504  6.81124
C  2.72507  7.24220  6.15876
O  2.94692  7.25154  4.75630
H  4.31538  5.86166  6.61501
H  3.09059  5.99183  7.89081
H  2.74109  5.09666  6.40364
H  3.24055  8.11680  6.55419
H  1.65500  7.35816  6.36699
H  2.48632  6.49258  4.38047
C  5.32008  -7.53731  2.53274
C  4.09205  -7.73285  3.40078
O  3.46555  -6.48833  3.69671
H  6.03746  -6.88332  3.03008
H  5.80924  -8.48722  2.31054
H  5.04488  -7.06135  1.58873
H  4.35539  -8.18342  4.35686
H  3.37517  -8.39303  2.89988
H  3.21653  -6.09957  2.85130

## Properties
SMILES	CCOc1c2c(c(CON=O)c(I)c1S(=O)(=O)F)C(=O)C(CCCCS(=O)(=O)Cl)=C(/C(Br)=C(\C)Br)C2=O.CCO.CCO.CCO.CCO.CCO
HOMO level	-9.79	eV
HOMO-LUMO gap	0.291	Eh
LUMO level	-1.883	eV

***

A cluster of 2 separate species, CCl2O3S in total at a distorted geometry, computed with ωB97M-V/def2-TZVPD.

Geometry (Å):
Cl  2.64089  -2.92935  0.05390
O  2.01377  -1.46322  1.16931
S  1.01656  -0.45253  0.54435
Cl  2.07334  1.01049  -0.31366
O  -3.68934  1.46618  -0.32162
C  -2.58974  1.29972  -0.50305
O  -1.46548  1.06871  -0.62924

## Properties
SMILES	ClOSCl.O=C=O
relative energy (zero: lowest compared OMol25 entry of this formula, charge and spin)	37.3	kJ/mol
HOMO level (spin up / spin down)	-9.58 / -9.58	eV
HOMO-LUMO gap (spin up / spin down)	0.276 / 0.276	Eh
LUMO level (spin up / spin down)	-2.060 / -2.062	eV

***

A structure of composition C50H52N7S6Sm at a distorted geometry, computed with ωB97M-V/def2-TZVPD.

Geometry (Å):
Sm  -0.33787  0.61792  -0.29116
C  -7.07102  1.18718  -1.15581
C  -5.96628  2.23102  -1.31193
C  -4.77858  1.79316  -0.55627
C  -4.53430  2.08556  0.73214
C  -5.21806  3.14058  1.61328
C  -4.28023  4.35231  1.62794
C  -3.31462  1.35489  1.07578
C  -2.71552  1.41796  2.37372
C  -1.49789  0.78128  2.80366
C  -0.92254  0.80119  4.19330
C  -1.53954  1.49824  5.32759
C  -1.30820  2.98700  5.26621
C  0.12399  -0.03602  4.14958
C  0.29378  -0.51116  2.80032
C  1.29082  -1.29445  2.35683
C  1.39613  -1.90764  0.99900
N  0.54183  -1.64918  -0.03691
C  0.99965  -2.45042  -1.06293
C  0.33280  -2.44810  -2.33958
C  -0.75416  -1.75488  -2.73511
N  -1.52246  -0.81044  -1.97869
C  -2.43088  -0.36609  -2.72292
C  -3.46671  0.49782  -2.27584
C  -3.62530  0.92665  -1.00318
N  -2.79116  0.73953  0.01911
C  -2.33634  -0.94199  -4.08019
C  -1.26149  -1.81966  -4.09266
C  -0.61902  -2.69001  -5.13264
C  -1.08608  -4.12447  -4.88111
C  -3.39422  -0.84175  -5.12202
C  -4.75876  -1.49251  -4.70431
C  2.07814  -3.24349  -0.71665
C  2.41971  -2.84072  0.61343
C  3.65213  -3.21370  1.36390
C  3.74718  -4.76455  1.67674
C  2.78252  -4.31664  -1.55823
C  1.90996  -5.58021  -1.73983
N  -0.73227  0.04178  2.03697
C  1.10492  -0.35678  5.29921
C  1.02373  -1.78525  5.71865
H  -7.91853  1.55821  -1.73169
H  -7.45400  0.95453  -0.16969
H  -6.82510  0.19183  -1.59059
H  -6.34178  3.17327  -1.03304
H  -5.75906  2.32449  -2.37805
H  -5.57107  2.71305  2.54436
H  -6.17780  3.40840  1.16188
H  -3.28855  4.00980  1.89528
H  -4.62845  5.16288  2.38934
H  -4.25448  4.76970  0.69172
H  -3.31317  1.92903  3.03200
H  -1.09351  1.21239  6.29994
H  -2.62248  1.24959  5.41331
H  -0.26457  3.19961  4.93951
H  -1.36728  3.38651  6.24474
H  -2.03867  3.50660  4.65356
H  2.07184  -1.51992  3.08740
H  0.74507  -3.12284  -3.14769
H  -4.18960  0.88761  -3.05690
H  0.44032  -2.61212  -5.21150
H  -0.93725  -2.29635  -6.10212
H  -0.83718  -4.49461  -3.89150
H  -0.59315  -4.75246  -5.62633
H  -2.18994  -4.17064  -5.03914
H  -3.11831  -1.24972  -6.09973
H  -3.57145  0.23446  -5.21610
H  -4.66278  -2.57350  -4.51145
H  -5.45659  -1.29147  -5.50374
H  -5.25480  -0.97972  -3.86886
H  3.69305  -2.68525  2.32293
H  4.49345  -3.02159  0.71575
H  2.91587  -5.25157  2.22366
H  4.66846  -4.86815  2.27993
H  3.87993  -5.32951  0.76955
H  3.80016  -4.49507  -1.15581
H  2.91470  -3.89874  -2.57772
H  1.68658  -5.96558  -0.75175
H  2.41460  -6.29313  -2.39334
H  1.02328  -5.33523  -2.19000
H  0.91683  0.31340  6.15480
H  2.09640  -0.09093  4.91393
H  0.04425  -2.14768  6.23583
H  1.86945  -1.89022  6.37113
H  1.18395  -2.56259  5.00419
S  1.44186  4.55308  -6.74124
C  1.25919  3.80413  -5.23384
S  0.06176  4.25343  -4.12918
C  0.18707  2.85690  -3.05007
C  1.16125  1.95547  -3.33669
S  1.61844  0.54257  -2.37503
S  2.12799  2.37872  -4.71824
S  -0.98287  3.03022  -1.73151
S  8.27615  2.23989  0.63816
C  7.46479  1.02452  -0.05311
N  6.09675  1.09039  -0.32145
C  5.38046  0.05057  -0.79352
C  5.94721  -1.14760  -0.94472
C  7.29995  -1.21747  -0.60421
N  8.04762  -0.19168  -0.28589
H  5.55534  1.89809  -0.02856
H  4.34084  0.26860  -0.98385
H  5.28035  -1.95050  -1.21483
H  7.83999  -2.18086  -0.66021
N  3.81862  5.47676  4.63216
C  3.33613  4.76844  3.85005
C  2.68460  3.86393  2.90880
C  3.22541  2.59423  2.75649
C  2.63227  1.71309  1.85553
C  1.44771  1.99249  1.12415
C  1.07258  3.39631  1.21123
C  1.69260  4.30370  2.00500
H  4.19696  2.34599  3.21398
H  3.09946  0.72910  1.71334
H  0.24050  3.67890  0.56208
H  1.58663  5.37784  2.08776

## Properties
<S²>	8.760
multiplicity	6
relative energy (zero: lowest compared OMol25 entry of this formula, charge and spin)	29.0	kJ/mol
HOMO level (spin up / spin down)	-1.81 / -1.80	eV
HOMO-LUMO gap (spin up / spin down)	0.191 / 0.191	Eh
total charge	-2
LUMO level (spin up / spin down)	3.400 / 3.396	eV

***

An isolated molecule of C3H6BrNO4 at a distorted geometry, computed with ωB97M-V/def2-TZVPD.

Geometry (Å):
C  0.96653  -0.37032  -0.32054
C  -0.27677  0.43831  -0.38323
O  -0.13357  1.82628  -0.03938
C  -1.39499  -0.22145  0.44468
O  -1.25323  -0.30044  1.74448
Br  -3.20786  0.72543  0.13857
N  -1.77469  -1.66316  -0.23635
O  -1.65201  -1.80443  -1.40250
O  -2.13303  -2.45803  0.58164
H  1.13714  -0.34249  0.71989
H  1.86293  0.14273  -0.70650
H  0.94738  -1.43268  -0.58392
H  -0.52659  0.29468  -1.39433
H  -0.66770  2.18278  0.67505
H  -1.75428  -1.02386  2.02699

## Properties
SMILES	C[C@H](O)[C@@](O)(Br)[N+](=O)[O-]
relative energy (zero: lowest compared OMol25 entry of this formula, charge and spin)	14.0	kJ/mol
HOMO level	-10.71	eV
HOMO-LUMO gap	0.379	Eh
LUMO level	-0.405	eV

***

An isolated molecule of CH5NO2S at a distorted geometry, computed with ωB97M-V/def2-TZVPD.

Geometry (Å):
C  -1.32390  0.75044  0.08451
N  0.06775  0.92045  0.05441
S  1.19946  -0.04271  -0.28265
O  2.47802  0.58801  -0.05641
O  1.11440  -1.43611  0.61119
H  -1.84575  1.69503  -0.18774
H  -1.64179  -0.16451  -0.59723
H  -1.66207  0.32968  1.14867
H  1.39359  -0.85956  -1.52817
H  0.22029  -1.78071  0.75342

## Properties
SMILES	CN=[S@@H](=O)O
relative energy (zero: lowest compared OMol25 entry of this formula, charge and spin)	372.0	kJ/mol
HOMO level	-9.81	eV
HOMO-LUMO gap	0.375	Eh
LUMO level	0.389	eV

***

A cluster of 2 separate species, C4H7N3O in total at a distorted geometry, computed with ωB97M-V/def2-TZVPD.

Geometry (Å):
C  0.38898  0.37397  -1.04251
C  -0.79470  -0.58971  -0.98326
C  -0.02498  -0.78512  1.43694
C  0.76349  0.49902  1.35391
H  0.42718  0.12748  -2.80459
H  -2.02340  -0.03438  -1.56858
H  -0.51718  -1.67888  -1.50443
H  -1.56502  0.21629  0.75777
H  -0.49725  -0.63351  2.49366
H  0.57046  -1.68849  1.31096
H  1.24953  1.81217  -0.00732
N  1.15457  0.66223  -2.12232
N  -1.11942  -0.81570  0.44328
N  0.89235  0.92571  0.02741
O  1.09538  1.60890  2.20908

## Properties
relative energy (zero: lowest compared OMol25 entry of this formula, charge and spin)	531.5	kJ/mol
HOMO level	-9.56	eV
HOMO-LUMO gap	0.343	Eh
LUMO level	-0.220	eV

***

A structure of composition C6H4Cl3FO4PdSSi, computed with ωB97M-V/def2-TZVPD.

Geometry (Å):
Pd  -0.16361  0.81756  0.92075
O  0.90228  -1.92693  -2.36953
S  0.66714  -1.16734  -1.20168
O  1.22416  -2.33267  0.09445
O  -0.69356  -0.97019  -0.74306
O  1.53001  -0.05531  -0.88222
Cl  2.50950  -1.01527  2.56162
Si  1.02417  -1.82225  1.55384
Cl  -0.40880  1.99901  2.80267
Cl  -0.59170  -2.23628  2.60480
F  -2.99225  4.53008  -2.84389
C  -2.36141  3.70867  -1.98218
C  -1.03890  3.39124  -2.21789
C  -0.38767  2.54552  -1.32739
C  -1.09595  2.05111  -0.24976
C  -2.41427  2.38095  -0.00236
C  -3.06337  3.22285  -0.89650
H  -0.53138  3.79913  -3.08101
H  0.64705  2.27530  -1.49059
H  -2.93097  2.00224  0.86748
H  -4.09536  3.51045  -0.75046

## Properties
relative energy (zero: lowest compared OMol25 entry of this formula, charge and spin)	151.5	kJ/mol
HOMO level	-9.22	eV
HOMO-LUMO gap	0.246	Eh
LUMO level	-2.525	eV

***

Number 5 is which compound?
CH5NO2S